Entry 1:
{"formula": "C36H27BrFeN7O2S2Se", "method": "the ωB97M-V functional and the def2-TZVPD basis", "species": ["Fe", "S", "C", "N", "C", "C", "N", "C", "C", "C", "C", "C", "C", "C", "C", "S", "C", "C", "C", "C", "C", "C", "C", "H", "H", "H", "H", "H", "H", "H", "H", "H", "H", "H", "H", "H", "H", "H", "H", "H", "H", "Se", "N", "C", "C", "C", "C", "C", "N", "C", "C", "N", "C", "C", "C", "C", "C", "N", "H", "H", "H", "H", "H", "H", "Br", "C", "C", "C", "C", "C", "N", "C", "O", "O", "H", "H", "H"], "coordinates": [[0.34144, -0.09666, 0.31597], [1.62766, -1.27791, 1.78641], [0.51570, -1.84636, 2.92740], [0.74213, -2.87932, 3.69558], [-0.22606, -3.27087, 4.72747], [-0.84737, -2.03588, 5.31364], [-1.41979, -1.22455, 4.23052], [-2.72867, -0.60212, 4.52632], [-3.79333, -1.66792, 4.61063], [-4.09575, -2.43320, 3.48556], [-5.05405, -3.42961, 3.56119], [-5.71966, -3.66515, 4.75926], [-5.42638, -2.90228, 5.87782], [-4.45973, -1.90598, 5.80495], [-0.81166, -1.13503, 3.07705], [-1.45906, -0.31398, 1.74841], [1.95642, -3.72295, 3.60885], [2.83843, -3.51542, 4.81197], [3.51090, -2.30866, 4.99095], [4.30157, -2.11471, 6.11148], [4.43236, -3.12679, 7.05543], [3.77222, -4.33215, 6.87700], [2.97436, -4.52536, 5.75666], [0.31662, -3.81774, 5.49614], [-0.98054, -3.92644, 4.28439], [-0.11257, -1.44133, 5.86194], [-1.65963, -2.30661, 5.98487], [-2.93759, 0.13530, 3.75594], [-2.62130, -0.08482, 5.48072], [-3.59733, -2.23437, 2.54165], [-5.29646, -4.01489, 2.68408], [-6.47264, -4.43953, 4.81494], [-5.94913, -3.07776, 6.80807], [-4.23685, -1.30546, 6.67970], [2.46027, -3.48973, 2.67501], [1.60583, -4.75582, 3.56601], [3.43344, -1.52730, 4.24250], [4.83188, -1.18111, 6.24341], [5.05858, -2.97697, 7.92439], [3.88224, -5.12572, 7.60349], [2.47132, -5.47514, 5.61132], [-1.34712, 7.09126, -1.14900], [-0.30972, 6.31196, 0.06065], [-0.41960, 5.02115, -0.11662], [0.28696, 4.03579, 0.69383], [1.15328, 4.37653, 1.73406], [1.76311, 3.36779, 2.44493], [1.50462, 2.04259, 2.11027], [0.68273, 1.70555, 1.12521], [0.08720, 2.68767, 0.41527], [-0.78247, 2.26681, -0.67061], [-0.88444, 0.93875, -0.87191], [-1.68725, 0.48325, -1.82894], [-2.41585, 1.33602, -2.64983], [-2.30146, 2.69763, -2.46994], [-1.47438, 3.18295, -1.45618], [-1.29420, 4.60086, -1.17433], [-1.88716, 5.55259, -1.84680], [1.32801, 5.42019, 1.95962], [2.44790, 3.58584, 3.25155], [1.98463, 1.23330, 2.64139], [-1.74970, -0.58977, -1.94097], [-3.05330, 0.92143, -3.41691], [-2.84386, 3.39920, -3.09015], [-1.28986, -3.53992, 0.55489], [-0.38140, -2.90870, -0.97416], [-0.39363, -3.74816, -2.07888], [0.30307, -3.37248, -3.21198], [1.01361, -2.18162, -3.19208], [0.97021, -1.41233, -2.05336], [0.25650, -1.73829, -0.95231], [1.77494, -0.13788, -1.95419], [2.31549, 0.33277, -2.91436], [1.81064, 0.33021, -0.72548], [-0.93568, -4.68065, -2.03104], [0.30595, -4.00995, -4.08580], [1.60751, -1.83172, -4.02480]], "forces_ev_per_angstrom": [[0.2, 0.3, -0.2], [0.0, -0.1, 0.0], [0.0, 0.0, 0.0], [0.0, 0.0, 0.0], [0.0, 0.0, 0.0], [0.0, 0.0, 0.0], [0.0, 0.0, 0.1], [0.0, 0.0, 0.0], [0.0, 0.0, 0.0], [0.0, 0.0, 0.0], [0.0, 0.0, 0.0], [0.0, 0.0, 0.0], [0.0, 0.0, 0.0], [0.0, 0.0, 0.0], [0.0, 0.0, -0.1], [0.1, -0.1, 0.1], [0.0, 0.0, 0.0], [0.0, 0.0, 0.0], [0.0, 0.0, 0.0], [0.0, 0.0, 0.0], [0.0, 0.0, 0.0], [0.0, 0.0, 0.0], [0.0, 0.0, 0.0], [0.0, 0.0, 0.0], [0.0, 0.0, 0.0], [0.0, 0.0, 0.0], [0.0, 0.0, 0.0], [0.0, 0.0, 0.0], [0.0, 0.0, 0.0], [0.0, 0.0, 0.0], [0.0, 0.0, 0.0], [0.0, 0.0, 0.0], [0.0, 0.0, 0.0], [0.0, 0.0, 0.0], [0.0, 0.0, 0.0], [0.0, 0.0, 0.0], [0.0, 0.0, 0.0], [0.0, 0.0, 0.0], [0.0, 0.0, 0.0], [0.0, 0.0, 0.0], [0.0, 0.0, 0.0], [0.0, 0.0, 0.0], [0.0, 0.0, 0.0], [0.0, 0.0, 0.0], [0.0, 0.0, 0.0], [0.0, 0.0, 0.0], [0.0, 0.0, 0.0], [0.0, -0.1, 0.0], [-0.1, 0.0, 0.0], [0.0, 0.1, 0.1], [-0.1, 0.0, -0.1], [0.0, -0.2, 0.0], [-0.1, 0.0, 0.0], [0.0, 0.0, 0.0], [0.0, 0.0, 0.0], [0.0, 0.0, 0.0], [0.0, 0.0, 0.0], [0.0, 0.0, 0.0], [0.0, 0.0, 0.0], [0.0, 0.0, 0.0], [0.0, 0.0, 0.0], [0.0, 0.0, 0.0], [0.0, 0.0, 0.0], [0.0, 0.0, 0.0], [0.0, 0.0, 0.0], [0.0, 0.0, 0.0], [0.0, 0.0, 0.0], [0.0, 0.0, 0.0], [0.0, 0.0, 0.0], [0.0, 0.0, 0.0], [-0.1, 0.0, 0.0], [-0.1, -0.2, -0.1], [0.1, 0.1, 0.1], [-0.1, 0.0, 0.1], [0.0, 0.0, 0.0], [0.0, 0.0, 0.0], [0.0, 0.0, 0.0]], "charge": 2, "relative_energy_kj_mol": 27.3, "s2": 0.772, "spin_multiplicity": 2}



Entry 2:
{"formula": "C7H10", "method": "the ωB97M-V functional and the def2-TZVPD basis", "species": ["C", "C", "C", "C", "C", "C", "C", "H", "H", "H", "H", "H", "H", "H", "H", "H", "H"], "coordinates": [[1.96536, 0.68605, 0.36165], [1.02339, -0.52082, 0.23590], [-0.45371, -0.20759, -0.09924], [-1.19268, -1.11663, -1.06018], [-1.49354, -1.18827, 0.40386], [-0.80284, 1.19905, -0.10014], [-0.95503, 2.39488, -0.06431], [2.50655, 0.88459, -0.56820], [2.70055, 0.51438, 1.15227], [1.42295, 1.59940, 0.61430], [1.41205, -1.20359, -0.52878], [1.03428, -1.07908, 1.17817], [-1.93605, -0.67097, -1.71550], [-0.61469, -1.91919, -1.51379], [-1.11691, -2.03564, 0.97383], [-2.44083, -0.79402, 0.76035], [-1.05884, 3.45748, -0.03019]], "forces_ev_per_angstrom": [[0.1, 0.1, 0.0], [0.0, -0.1, 0.0], [0.1, 0.1, 0.0], [0.0, 0.0, -0.2], [-0.1, 0.0, 0.1], [0.0, 0.5, 0.0], [0.0, -0.4, 0.0], [-0.1, 0.0, 0.1], [0.0, 0.0, -0.2], [0.1, -0.2, 0.0], [-0.1, 0.1, 0.1], [0.0, 0.1, -0.1], [0.1, 0.0, 0.1], [-0.1, 0.2, 0.1], [0.0, 0.2, -0.2], [0.2, 0.0, -0.1], [-0.1, -0.2, 0.0]], "relative_energy_kj_mol": 258.2, "smiles": "C#CC1(CC)CC1"}